(1)
{
  "formula": "C28H33BO2S",
  "method": "ωB97M-V/def2-TZVPD",
  "elements": ["C", "C", "H", "H", "C", "H", "C", "H", "C", "C", "C", "S", "C", "O", "C", "H", "O", "H", "H", "C", "H", "H", "H", "C", "H", "C", "H", "H", "H", "H", "H", "H", "C", "C", "B", "C", "C", "H", "H", "C", "H", "C", "C", "H", "C", "C", "C", "H", "H", "C", "H", "H", "C", "H", "H", "H", "H", "C", "C", "H", "H", "C", "H", "C", "H"],
  "positions_angstrom": [[2.651, 1.355, 0.532], [0.324, -2.799, -0.357], [1.931, 2.528, -1.707], [-1.169, -4.028, -1.408], [0.301, 4.874, 0.219], [-4.282, 0.390, 0.111], [-2.291, -0.157, -0.560], [-5.306, -1.665, -0.206], [-1.013, -4.118, 1.516], [1.433, 2.999, -0.847], [-4.211, -1.709, -0.315], [3.607, 0.757, -0.835], [-2.701, 4.015, -1.175], [-0.280, -1.627, -0.952], [0.754, 4.219, -0.935], [0.286, -2.507, 3.182], [-1.301, -1.823, 1.146], [0.389, -3.790, -2.245], [6.927, -0.121, 0.550], [-3.713, -1.686, -1.742], [-1.330, 1.311, -2.741], [2.230, -1.823, 0.119], [5.074, -0.291, 2.279], [-0.264, -2.852, 1.125], [0.614, 4.666, -1.917], [3.174, 0.751, 1.695], [6.607, 0.901, -0.876], [1.343, -1.643, 2.023], [2.088, -2.451, -1.533], [0.025, 5.942, 0.194], [-3.857, -2.606, 0.231], [-4.223, -2.242, -2.534], [0.226, 4.110, 1.396], [-2.773, 3.498, 0.127], [-1.338, -1.310, -0.118], [-2.023, 1.328, -0.688], [6.271, 0.022, -0.313], [-3.032, 5.038, -1.380], [2.664, 0.813, 2.651], [1.644, 2.388, 0.407], [-2.089, -0.638, -2.772], [-2.416, 2.168, 0.365], [-3.585, -0.430, 0.295], [-3.406, -0.458, 1.375], [-2.170, 3.226, -2.199], [0.931, 2.895, 1.521], [4.461, 0.157, 1.493], [-0.350, -4.993, 1.543], [1.475, -3.418, 2.259], [-1.779, 1.907, -1.943], [-1.862, -4.297, 0.836], [2.281, -3.597, -0.172], [-0.081, -3.956, -1.264], [-2.076, 3.629, -3.212], [0.302, -4.908, -0.881], [-3.145, 4.120, 0.946], [-0.344, 4.490, 2.247], [0.777, -2.567, 2.203], [4.893, 0.216, 0.180], [1.027, 2.339, 2.463], [6.378, -0.839, -0.976], [1.829, -2.646, -0.483], [-2.481, 1.785, 1.391], [-2.626, -0.870, -1.865], [-1.398, -3.970, 2.535]],
  "forces_ev_per_angstrom": [[1.3, -2.3, 1.2], [0.0, 0.0, -0.6], [-0.5, 0.5, 0.2], [0.3, 0.0, 0.1], [-0.1, -0.7, -0.1], [0.0, 0.1, 0.0], [-0.7, -1.2, 0.4], [0.3, -0.2, -0.2], [0.0, -0.4, -0.1], [0.1, 0.0, 0.5], [0.0, 0.1, 0.7], [0.1, 1.4, 0.5], [0.0, -0.2, 0.1], [-0.4, -0.7, 1.1], [0.5, -0.1, 0.1], [0.0, 0.1, -0.2], [0.5, -0.7, -0.7], [-0.3, 0.0, 0.2], [0.0, 0.0, -0.2], [1.0, 0.9, -0.1], [-0.4, 0.2, 0.2], [-0.1, -0.2, -0.1], [-0.2, 0.4, -0.2], [-0.1, -0.1, 0.2], [0.2, 0.1, 0.2], [-0.4, 0.9, -1.4], [0.0, -0.1, 0.2], [-0.2, -0.3, 0.1], [-0.1, -0.1, 0.3], [-0.3, -0.9, 0.0], [-0.2, 0.2, -0.3], [0.5, 0.1, 0.2], [0.8, -0.2, 0.3], [0.2, -0.1, -0.5], [2.0, 2.5, 0.3], [-0.4, 0.1, -0.2], [0.5, -0.4, -0.3], [0.1, -0.4, 0.1], [0.3, 0.2, 0.0], [-1.1, 0.7, -0.3], [0.0, -0.4, 0.0], [0.0, 0.4, 0.1], [-0.2, 0.3, -0.6], [0.1, -0.2, -0.3], [0.2, 0.0, 0.3], [0.2, 0.2, -0.7], [0.0, -0.1, -0.7], [-0.2, 0.1, -0.1], [-0.1, 0.4, -0.1], [-0.3, 0.2, 0.1], [0.4, -0.1, 0.3], [0.2, 0.3, -0.1], [-0.1, -0.4, 0.0], [0.0, -0.1, 0.4], [-0.1, 0.1, 0.0], [0.2, -0.2, -0.3], [0.4, 0.0, -0.1], [0.1, 0.0, 0.1], [-1.2, -0.2, 1.3], [-0.4, 0.5, -0.3], [0.0, 0.0, 0.0], [0.2, -0.1, 0.4], [-0.2, 0.0, -0.5], [-2.6, -0.2, -0.3], [0.0, -0.1, -0.3]],
  "nbo_charge": [-0.17, 0.25, 0.21, 0.22, -0.21, 0.21, -0.49, 0.22, -0.62, -0.19, -0.44, 0.40, -0.23, -0.72, -0.20, 0.22, -0.72, 0.22, 0.23, -0.22, 0.20, 0.23, 0.22, 0.23, 0.22, -0.24, 0.23, 0.22, 0.22, 0.22, 0.20, 0.22, -0.22, -0.21, 1.19, 0.02, -0.64, 0.21, 0.22, -0.11, 0.22, -0.21, -0.37, 0.22, -0.23, -0.15, -0.27, 0.21, 0.21, -0.16, 0.22, 0.21, -0.63, 0.21, 0.21, 0.21, 0.21, -0.63, -0.19, 0.20, 0.22, -0.63, 0.22, -0.14, 0.22],
  "smiles": "CC1(C)OB([C@@]2(c3ccccc3)C=CCC2)OC1(C)C.Cc1ccc(-c2ccccc2)s1",
  "molar_mass_g_mol": 444.45,
  "e_homo_ev": -7.4705,
  "multiplicity": 1,
  "homo_lumo_gap_ev": 7.79,
  "relative_energy_kcal_mol": 0.0
}

***

(2)
{
  "formula": "C28H33BrCsF4N3O3P3Te",
  "method": "ωB97M-V/def2-TZVPD",
  "elements": ["C", "H", "H", "Cs", "H", "H", "Br", "H", "N", "C", "H", "H", "C", "H", "H", "H", "H", "C", "C", "C", "H", "C", "F", "C", "O", "H", "F", "H", "H", "H", "C", "H", "N", "C", "C", "H", "C", "H", "H", "H", "C", "C", "Te", "C", "H", "H", "H", "P", "P", "H", "C", "N", "C", "C", "F", "C", "H", "F", "C", "C", "H", "H", "C", "C", "H", "O", "C", "P", "H", "C", "C", "H", "H", "O", "C", "H", "C"],
  "positions_angstrom": [[4.967, 3.011, -0.252], [0.593, 1.430, -4.392], [4.233, -0.183, -1.090], [-0.551, 0.583, 1.618], [-1.257, 3.425, -3.294], [-4.808, 1.962, -0.286], [0.443, -1.920, 3.336], [4.386, 3.972, 1.574], [-5.107, -1.937, -1.004], [-4.551, 0.985, -0.697], [-3.454, 4.142, -4.101], [-1.769, 2.389, -4.637], [4.455, -0.431, 5.104], [5.383, 1.802, -1.975], [-5.736, 0.514, 2.037], [3.331, -5.480, 0.530], [-3.026, -1.553, -1.089], [-5.471, -0.816, -1.989], [4.919, 1.842, -0.998], [-5.425, -0.397, 1.522], [-5.029, -2.813, -1.521], [3.769, -2.133, 0.877], [3.587, -0.833, 7.249], [2.217, -1.211, 5.380], [0.435, 0.931, -1.786], [2.047, -3.414, 0.949], [5.302, -0.025, 2.992], [-7.010, 1.148, 0.169], [1.023, 2.859, -2.308], [5.667, -1.126, 0.713], [3.714, 1.942, 1.497], [2.180, 2.218, -4.362], [-5.745, 0.388, -1.299], [-6.255, -2.060, 0.003], [3.421, -0.820, 5.938], [6.932, -3.179, 0.281], [4.264, -0.400, 3.732], [-3.579, 3.514, -2.448], [-7.128, -2.399, -0.558], [2.036, 0.492, -3.970], [3.841, -4.527, 0.573], [2.054, -1.200, 4.005], [-1.051, 3.514, -0.284], [-3.804, -1.652, -0.332], [5.481, 3.879, -0.644], [-5.276, -1.162, 2.290], [3.252, 1.996, 2.477], [-1.051, 1.431, -1.385], [-3.786, -0.057, 0.650], [-4.130, 2.525, -3.819], [5.212, -4.461, 0.381], [-6.519, -0.822, 0.636], [-3.380, 3.246, -3.486], [4.267, 0.724, -0.498], [5.625, -0.086, 5.618], [3.053, -0.751, 3.141], [-3.801, 1.127, -1.469], [1.225, -1.601, 6.174], [3.684, 0.755, 0.768], [-1.981, 2.670, -3.604], [-5.966, -2.815, 0.734], [-6.354, -1.157, -2.531], [5.861, -3.235, 0.430], [1.366, 1.825, -2.416], [-3.554, -2.491, 0.320], [-1.605, 0.220, -0.679], [5.147, -2.073, 0.678], [2.713, -0.691, 1.311], [5.777, -5.363, 0.184], [4.355, 3.061, 0.991], [3.121, -3.366, 0.813], [-7.743, -0.073, -0.886], [-4.628, -0.695, -2.668], [-1.835, 1.475, -2.815], [1.555, 1.467, -3.879], [2.306, 1.735, -1.881], [-6.835, 0.207, -0.348]],
  "forces_ev_per_angstrom": [[0.0, 0.0, -0.1], [0.0, 0.0, 0.0], [0.0, 0.0, 0.0], [0.6, 0.6, 1.5], [0.1, -0.1, 0.0], [0.0, 0.0, 0.0], [0.0, -0.8, 0.6], [0.0, 0.0, 0.0], [-0.1, 0.0, -0.1], [0.2, 0.0, 0.2], [-0.1, 0.0, 0.0], [0.1, -0.1, 0.0], [0.0, 0.0, -0.1], [0.0, 0.0, 0.0], [0.0, 0.0, 0.0], [0.0, 0.0, 0.0], [0.0, -0.1, -0.1], [0.0, 0.1, -0.1], [0.0, 0.0, 0.0], [0.3, 0.0, -0.1], [0.0, 0.0, 0.0], [-0.2, 0.1, -0.2], [0.0, 0.0, 0.1], [-0.1, -0.1, -0.2], [-0.2, 0.4, 0.3], [0.0, 0.0, 0.0], [0.1, 0.0, 0.0], [0.0, 0.0, 0.0], [0.0, 0.0, 0.0], [0.0, 0.0, 0.0], [0.0, 0.0, 0.0], [0.0, 0.0, 0.0], [-0.1, 0.1, -0.1], [-0.1, 0.0, 0.2], [0.0, 0.0, -0.1], [0.0, 0.0, 0.0], [-0.2, 0.0, 0.0], [0.0, 0.1, 0.0], [0.0, 0.0, -0.1], [0.0, 0.0, -0.1], [0.0, 0.0, 0.0], [0.2, 0.1, 0.1], [-0.2, 0.2, -0.1], [0.4, 0.3, 0.2], [0.0, 0.0, 0.0], [0.0, 0.0, 0.0], [0.0, 0.0, 0.0], [0.1, -0.6, -1.8], [-1.1, -0.2, 0.2], [0.0, 0.0, 0.0], [0.0, -0.1, 0.0], [-0.1, 0.0, 0.1], [0.2, -0.2, 0.1], [0.1, 0.0, 0.0], [0.1, 0.0, 0.1], [-0.1, 0.1, 0.0], [0.0, 0.1, -0.1], [0.0, -0.1, 0.1], [-0.1, 0.0, -0.1], [-0.1, 0.2, -0.1], [0.0, 0.0, -0.1], [0.0, -0.1, 0.0], [0.0, 0.1, 0.0], [0.1, 0.2, -0.3], [-0.1, -0.1, 0.0], [-0.4, 0.1, -1.1], [0.0, -0.1, 0.0], [0.7, -0.3, 0.2], [0.0, 0.0, 0.0], [0.0, 0.0, 0.0], [0.0, 0.1, -0.1], [0.0, 0.0, 0.0], [0.0, -0.1, 0.0], [0.0, 0.2, 0.5], [-0.1, -0.1, 0.2], [0.0, 0.0, 0.1], [0.1, 0.0, 0.0]],
  "lowdin_charge": [-0.07, 0.07, 0.11, 0.83, 0.07, 0.10, 0.71, 0.11, -0.07, -0.29, 0.08, 0.12, -0.13, 0.11, 0.09, 0.11, 0.09, -0.10, -0.08, -0.31, 0.18, -0.36, 0.16, -0.26, -0.30, 0.08, 0.12, 0.14, 0.06, 0.10, -0.09, 0.08, -0.14, -0.12, -0.13, 0.11, -0.21, 0.04, 0.14, 0.08, -0.08, -0.58, 0.43, -0.25, 0.11, 0.09, 0.11, 0.00, 1.00, 0.08, -0.07, -0.15, -0.08, -0.13, 0.15, -0.31, 0.05, 0.09, -0.39, -0.32, 0.14, 0.15, -0.06, -0.29, 0.10, -0.77, -0.09, 1.03, 0.11, -0.06, -0.11, 0.14, 0.15, -0.30, -0.05, 0.09, -0.15],
  "molar_mass_g_mol": 968.91,
  "e_homo_ev": -9.7348,
  "multiplicity": 1,
  "homo_lumo_gap_ev": 7.12,
  "charge": 1,
  "relative_energy_kcal_mol": 28.5
}